A cluster of 2 separate species, C3H8O in total at a distorted geometry, computed with ωB97M-V with the def2-TZVPD basis set.

The geometry in XYZ format:
```
12
Properties=species:S:1:pos:R:3:mulliken_charge:R:1
C -1.28 0.69 -0.86 -0.726
C -0.65 -0.44 -0.53 0.023
C 0.82 -0.73 -0.47 -1.038
H -2.35 0.71 -0.66 0.256
H -0.78 1.55 -1.28 0.297
H -1.24 -1.35 -0.50 0.274
H 1.12 -1.07 -1.47 0.330
H 1.37 0.20 -0.34 0.331
H 1.07 -1.48 0.27 0.272
O 1.01 0.74 2.01 -0.659
H 0.32 1.28 1.61 0.325
H 0.59 -0.09 2.23 0.315
```

- ΔE to the lowest compared entry with this formula, charge and spin (eV) = 1.096
- strongest force on any atom (eV/Å) = 1.96
- SMILES = C=CC.O
- HOMO level (eV) = -9.58

A structure of composition C19H16Br3N3O6 at a distorted geometry, computed with ωB97M-V with the def2-TZVPD basis set.

The geometry in XYZ format:
```
47
Properties=species:S:1:pos:R:3:mulliken_charge:R:1
C -5.13 -17.07 -10.91 0.400
Br -3.36 -17.95 -11.07 -0.068
Br -6.60 -17.97 -11.82 -0.065
Br -4.96 -15.20 -11.49 -0.048
H -5.34 -17.06 -9.84 -0.266
C -7.73 -14.43 -15.41 -0.641
C -8.91 -14.30 -16.11 -0.360
C -10.10 -14.15 -15.38 -0.273
C -10.17 -14.13 -14.01 0.115
C -9.04 -14.39 -13.26 -0.487
C -7.83 -14.53 -13.99 0.131
N -11.45 -13.90 -13.33 0.946
O -12.46 -13.79 -14.10 -0.565
O -11.38 -13.79 -12.12 -0.569
H -6.84 -14.59 -16.00 0.388
H -8.91 -14.25 -17.18 0.375
H -10.95 -14.10 -16.05 0.378
H -9.17 -14.62 -12.21 0.456
H -6.96 -14.81 -13.40 0.125
C -2.00 -18.78 -4.34 -0.186
C -2.58 -19.24 -5.47 -0.853
C -2.75 -18.22 -6.55 0.126
C -2.33 -16.95 -6.42 -0.142
C -1.64 -16.60 -5.24 -0.137
C -1.46 -17.56 -4.19 -0.721
N -2.46 -15.92 -7.54 1.021
O -2.85 -16.30 -8.60 -0.438
O -1.98 -14.80 -7.42 -0.604
H -1.77 -19.41 -3.49 0.332
H -2.88 -20.25 -5.67 0.429
H -3.01 -18.71 -7.47 0.379
H -1.14 -15.66 -5.08 0.448
H -0.96 -17.32 -3.26 0.395
C -4.03 -13.71 -4.09 -0.641
C -4.74 -14.88 -3.90 -0.444
C -5.41 -15.40 -4.98 -0.236
C -5.28 -14.85 -6.30 0.055
C -4.76 -13.55 -6.43 -0.370
C -4.19 -12.99 -5.31 -0.304
N -5.80 -15.58 -7.44 1.089
O -6.07 -14.87 -8.36 -0.573
O -5.96 -16.80 -7.36 -0.611
H -3.56 -13.09 -3.34 0.423
H -4.66 -15.47 -3.00 0.411
H -5.81 -16.37 -4.72 0.350
H -4.98 -13.06 -7.37 0.459
H -3.80 -12.00 -5.48 0.371
```

- ΔE to the lowest compared entry with this formula, charge and spin (eV) = 2.175
- strongest force on any atom (eV/Å) = 4.34
- HOMO level (eV) = -9.58

A structure of composition C23H18Cl2N6O6V at a distorted geometry, computed with ωB97M-V with the def2-TZVPD basis set.

The geometry in XYZ format:
```
56
Properties=species:S:1:pos:R:3:mulliken_spin:R:1
V -0.23 0.42 -1.02 2.077
C -1.75 3.39 3.56 0.075
C -2.86 2.60 3.29 -0.033
C -2.89 1.78 2.18 0.084
C -1.79 1.73 1.31 -0.068
C -0.68 2.54 1.57 0.089
C -0.67 3.36 2.69 -0.044
N -1.78 0.90 0.17 0.281
N -2.90 0.28 -0.08 0.277
C -2.86 -0.47 -1.20 0.018
C -4.02 -1.14 -1.63 0.023
C -3.99 -1.87 -2.79 0.044
C -2.79 -1.93 -3.53 0.047
C -1.70 -1.25 -3.07 0.050
N -1.70 -0.52 -1.93 0.043
H -1.73 4.03 4.43 0.006
H -3.71 2.62 3.96 -0.002
H -3.75 1.16 1.96 0.013
H 0.16 2.54 0.89 0.001
H 0.19 3.99 2.87 -0.002
H -4.92 -1.04 -1.03 0.000
H -4.87 -2.38 -3.14 0.003
H -2.73 -2.49 -4.45 0.003
H -0.78 -1.24 -3.63 0.018
Cl -2.69 2.86 -2.80 0.001
C -1.12 3.10 -3.57 0.007
Cl -0.83 1.85 -4.83 0.000
C 0.06 3.00 -2.59 -0.008
O 0.98 3.77 -2.73 0.023
O 0.01 2.05 -1.71 -0.004
H -1.12 4.06 -4.06 0.000
N 3.01 -1.46 -3.19 0.002
C 3.45 -0.16 -3.22 -0.003
C 2.45 0.59 -2.69 0.014
N 1.41 -0.24 -2.34 -0.020
C 1.78 -1.47 -2.64 0.018
H 3.52 -2.27 -3.49 0.000
H 4.41 0.12 -3.62 0.000
H 2.41 1.65 -2.53 -0.001
H 1.19 -2.36 -2.49 -0.001
O 0.06 -1.24 0.10 -0.042
C 1.01 -0.69 0.74 0.003
O 1.38 0.46 0.39 0.003
C 1.66 -1.39 1.88 -0.008
C 1.31 -2.70 2.18 0.005
C 1.91 -3.34 3.25 -0.001
C 2.83 -2.64 4.01 0.003
C 3.18 -1.34 3.73 -0.001
C 2.59 -0.71 2.65 0.002
N 3.47 -3.32 5.16 0.000
O 4.26 -2.68 5.82 0.000
O 3.16 -4.48 5.37 0.000
H 0.58 -3.20 1.57 0.001
H 1.66 -4.36 3.51 0.000
H 3.91 -0.83 4.35 0.000
H 2.84 0.31 2.40 0.001
```

- ΔE to the lowest compared entry with this formula, charge and spin (eV) = 0.000
- <S²> = 3.77
- multiplicity = 4
- strongest force on any atom (eV/Å) = 2.84
- HOMO level (alpha / beta) (eV) = -6.81 / -8.43

A cluster of 2 separate species, C6H13N2 in total at a distorted geometry, computed with ωB97M-V with the def2-TZVPD basis set.

The geometry in XYZ format:
```
21
Properties=species:S:1:pos:R:3:mulliken_charge:R:1
C 1.63 -0.08 -0.68 -0.972
C 0.41 -0.62 -0.61 0.003
C -2.05 -0.65 -0.46 -0.316
C -1.62 -0.40 -1.89 -0.337
C -0.65 1.46 -0.22 -1.214
C 1.23 -0.20 2.55 -0.429
N 2.31 -0.50 1.89 -0.196
N -0.80 0.11 -0.73 0.264
H 1.85 0.93 -0.59 0.250
H 2.46 -0.76 -0.64 0.484
H -2.94 -0.24 0.11 0.265
H -1.97 -1.66 0.00 0.218
H -1.09 -1.14 -2.33 0.313
H -2.21 0.33 -2.36 0.317
H -0.60 1.36 0.82 0.312
H 0.11 1.89 -0.79 0.499
H -1.55 2.03 -0.44 0.456
H 0.19 -1.61 -0.40 0.382
H 1.36 0.83 3.08 0.155
H 2.28 -1.36 1.32 0.299
H 3.24 -0.06 2.01 0.247
```

- ΔE to the lowest compared entry with this formula, charge and spin (eV) = 5.865
- strongest force on any atom (eV/Å) = 3.82
- total charge = +1
- HOMO level (eV) = -11.64

A cluster of 2 separate species, C5H15N2O in total at a distorted geometry, computed with ωB97M-V with the def2-TZVPD basis set.

The geometry in XYZ format:
```
23
Properties=species:S:1:pos:R:3:mulliken_charge:R:1
C 1.36 -1.34 1.82 -1.437
C -0.04 -0.85 1.96 -0.296
C -0.24 0.35 1.02 -0.342
C -1.19 0.03 -0.04 -1.247
N -0.98 -1.07 -1.05 0.003
C 0.08 -0.93 -1.86 0.003
N 1.03 0.07 -1.70 -0.196
H 2.20 -0.67 1.60 0.358
H 1.62 -1.84 2.67 0.411
H 1.58 -1.92 0.96 0.355
H -0.86 -1.64 1.84 0.309
H -0.30 -0.34 2.94 0.278
H 0.82 0.76 0.80 0.305
H -0.58 1.31 1.50 0.396
H -2.19 -0.27 0.41 0.507
H -1.40 0.92 -0.57 0.444
H -1.86 -1.63 -1.20 0.310
H 0.22 -1.63 -2.67 0.425
H 0.88 0.79 -0.97 0.204
H 1.82 -0.18 -1.96 0.200
H 0.48 3.47 -0.71 0.281
H -0.87 3.36 0.08 0.285
O -0.21 2.87 -0.35 -0.558
```

- ΔE to the lowest compared entry with this formula, charge and spin (eV) = 2.748
- strongest force on any atom (eV/Å) = 12.38
- total charge = +1
- HOMO level (eV) = -14.25

A structure of composition C31H43ClF5N2O6OsSSeSi3Te, computed with ωB97M-V with the def2-TZVPD basis set.

The geometry in XYZ format:
```
95
Properties=species:S:1:pos:R:3:mulliken_spin:R:1
Os 0.90 1.44 -0.65 2.997
C -5.48 2.37 3.52 0.000
C -4.81 3.13 2.41 0.000
C -5.53 3.95 1.56 0.000
C -4.88 4.62 0.52 0.007
Cl -5.82 5.65 -0.53 0.000
C -3.53 4.47 0.32 0.002
C -2.80 3.64 1.17 0.011
C -3.43 2.99 2.21 0.014
O -2.80 2.17 3.09 0.002
C -1.41 1.94 2.94 0.002
C -1.06 1.00 1.76 0.005
O -1.88 0.19 1.41 0.005
O 0.17 1.16 1.34 0.061
H -6.54 2.63 3.57 0.000
H -5.02 2.60 4.48 0.000
H -5.38 1.30 3.37 0.000
H -6.59 4.07 1.69 0.000
H -3.03 4.97 -0.50 -0.006
H -1.75 3.52 0.98 -0.003
H -1.12 1.42 3.85 0.000
H -0.84 2.87 2.87 -0.001
O -3.21 0.66 -1.63 0.079
C -2.06 0.84 -1.47 0.071
N -0.88 0.99 -1.36 -0.191
O 2.61 -0.91 0.48 0.007
C 3.20 0.13 0.67 -0.102
C 4.53 0.22 1.39 -0.014
C 4.89 1.70 1.29 0.005
C 3.67 2.34 0.64 -0.025
O 3.56 3.53 0.45 0.023
N 2.75 1.36 0.29 0.097
H 5.24 -0.44 0.89 0.000
H 4.40 -0.13 2.41 0.001
H 5.74 1.89 0.65 -0.001
H 5.07 2.18 2.25 0.001
C -0.50 -3.83 3.56 0.000
Si 1.22 -3.66 2.83 0.000
C 2.27 -5.14 3.37 0.000
C 2.01 -2.08 3.47 0.000
C 1.15 -3.62 0.95 0.006
Te -0.05 -1.96 0.30 0.138
C -1.86 -3.12 0.26 0.005
Si -2.22 -3.96 -1.38 0.003
C -3.79 -4.98 -1.18 0.000
C -2.45 -2.67 -2.71 -0.002
C -0.80 -5.13 -1.80 0.000
H -0.43 -3.87 4.65 0.000
H -1.00 -4.74 3.23 0.000
H -1.13 -2.98 3.30 0.000
H 2.37 -5.16 4.45 0.000
H 3.27 -5.09 2.94 0.000
H 1.81 -6.08 3.06 0.000
H 1.92 -2.02 4.56 0.000
H 1.53 -1.20 3.04 -0.001
H 3.06 -2.04 3.20 0.000
H 0.73 -4.53 0.53 0.000
H 2.15 -3.46 0.54 0.000
H -2.64 -2.39 0.50 0.001
H -1.80 -3.85 1.07 0.000
H -4.64 -4.35 -0.92 0.000
H -3.67 -5.72 -0.38 0.000
H -4.03 -5.51 -2.09 0.000
H -3.28 -2.00 -2.47 0.000
H -2.65 -3.13 -3.68 0.000
H -1.56 -2.05 -2.81 0.003
H -0.75 -5.96 -1.10 0.000
H 0.15 -4.61 -1.79 0.000
H -0.94 -5.54 -2.80 0.000
C 3.09 4.66 -2.56 0.004
Si 1.27 4.94 -2.24 -0.015
C 0.23 4.42 -3.71 0.005
C 0.98 6.76 -1.84 0.027
Se 0.55 3.83 -0.36 0.611
H 3.46 5.35 -3.32 0.001
H 3.28 3.64 -2.89 0.000
H 3.65 4.82 -1.64 0.003
H 0.41 5.08 -4.56 0.001
H -0.84 4.46 -3.47 0.001
H 0.46 3.40 -4.01 0.000
H 1.40 7.41 -2.60 0.002
H 1.43 7.00 -0.88 -0.002
H -0.09 6.97 -1.76 0.003
F 2.99 -4.60 -3.35 0.000
C 2.77 -3.29 -3.23 0.007
C 3.66 -2.49 -2.52 -0.012
F 4.74 -3.04 -1.95 0.000
C 3.42 -1.14 -2.41 0.006
F 4.33 -0.41 -1.75 0.010
C 2.29 -0.54 -2.95 0.061
S 1.94 1.17 -2.77 0.055
C 1.42 -1.36 -3.66 0.033
F 0.33 -0.85 -4.23 0.003
C 1.65 -2.72 -3.81 -0.004
F 0.82 -3.46 -4.54 0.000
```

- ΔE to the lowest compared entry with this formula, charge and spin (eV) = 0.000
- <S²> = 6.02
- multiplicity = 5
- strongest force on any atom (eV/Å) = 0.94
- total charge = -1
- HOMO level (alpha / beta) (eV) = -4.52 / -4.51

Please write out number 4 again, unchanged.
A cluster of 2 separate species, C6H13N2 in total at a distorted geometry, computed with ωB97M-V with the def2-TZVPD basis set.

The geometry in XYZ format:
```
21
Properties=species:S:1:pos:R:3:mulliken_charge:R:1
C 1.63 -0.08 -0.68 -0.972
C 0.41 -0.62 -0.61 0.003
C -2.05 -0.65 -0.46 -0.316
C -1.62 -0.40 -1.89 -0.337
C -0.65 1.46 -0.22 -1.214
C 1.23 -0.20 2.55 -0.429
N 2.31 -0.50 1.89 -0.196
N -0.80 0.11 -0.73 0.264
H 1.85 0.93 -0.59 0.250
H 2.46 -0.76 -0.64 0.484
H -2.94 -0.24 0.11 0.265
H -1.97 -1.66 0.00 0.218
H -1.09 -1.14 -2.33 0.313
H -2.21 0.33 -2.36 0.317
H -0.60 1.36 0.82 0.312
H 0.11 1.89 -0.79 0.499
H -1.55 2.03 -0.44 0.456
H 0.19 -1.61 -0.40 0.382
H 1.36 0.83 3.08 0.155
H 2.28 -1.36 1.32 0.299
H 3.24 -0.06 2.01 0.247
```

- ΔE to the lowest compared entry with this formula, charge and spin (eV) = 5.865
- strongest force on any atom (eV/Å) = 3.82
- total charge = +1
- HOMO level (eV) = -11.64